Record 1
Entry from OMol25: C5H3N3 in the gas phase at a distorted geometry (ωB97M-V/def2-TZVPD).

Calculated values
relative energy (zero: lowest compared OMol25 entry of this formula, charge and spin)	435.40	kJ/mol
electronic energy	-9698.3073	eV
SMILES	C#CNC#CNC#N
E_LUMO	0.50	eV
strongest force on any atom	2.10	eV/Å
HOMO energy	-9.0	eV
charge	0

Last column: natural (NBO) charge in e.
CARTESIAN COORDINATES (ANGSTROEM)
C  -2.15  -0.17  -1.54  -0.259
C  -1.55  -0.58  -0.59  0.158
N  -0.69  -0.76  0.47  -0.629
C  0.51  -0.22  0.61  0.144
C  1.55  0.39  0.56  0.092
N  2.86  0.71  0.70  -0.646
C  3.85  0.18  -0.02  0.416
N  4.79  -0.24  -0.56  -0.349
H  -2.82  -0.08  -2.32  0.230
H  -1.02  -1.22  1.29  0.416
H  3.20  1.54  1.18  0.427



Record 2
Entry from OMol25: 3 unconnected molecules or ions with the total composition C3H10O4 at a distorted geometry (ωB97M-V/def2-TZVPD).

Calculated values
relative energy (zero: lowest compared OMol25 entry of this formula, charge and spin)	33.64	kJ/mol
electronic energy	-11463.4015	eV
SMILES	CCC(=O)O.O.O
E_LUMO	0.45	eV
strongest force on any atom	1.61	eV/Å
HOMO energy	-10.6	eV
charge	0

Last column: natural (NBO) charge in e.
CARTESIAN COORDINATES (ANGSTROEM)
C  1.81  -1.21  0.64  -0.600
C  1.08  0.02  0.06  -0.530
C  -0.21  0.38  0.72  0.801
O  -0.44  0.38  1.90  -0.597
O  -1.22  0.56  -0.19  -0.702
H  2.88  -1.01  0.66  0.213
H  1.50  -1.36  1.67  0.228
H  1.61  -2.09  0.04  0.207
H  0.97  0.08  -1.02  0.234
H  1.75  0.87  0.26  0.253
H  -2.05  0.59  0.30  0.488
O  -3.86  -2.24  -0.53  -0.924
H  -3.30  -3.02  -0.69  0.465
H  -3.21  -1.72  -0.05  0.459
O  1.07  2.95  -1.08  -0.948
H  0.13  3.07  -1.27  0.477
H  1.50  3.76  -1.40  0.474



Record 3
Entry from OMol25: a molecular structure, C12H7BrN2O5Pd at a distorted geometry (ωB97M-V/def2-TZVPD).

Calculated values
electronic energy	-99295.3637	eV
E_LUMO (spin up / spin down)	-3.57 / -3.57	eV
strongest force on any atom	2.92	eV/Å
HOMO energy (spin up / spin down)	-9.9 / -9.9	eV
charge	0

Last column: natural (NBO) charge in e.
CARTESIAN COORDINATES (ANGSTROEM)
Pd  -0.54  1.27  0.00  1.171
O  1.83  0.83  3.47  -0.579
C  1.35  0.97  2.37  0.751
O  0.12  0.97  2.05  -0.674
C  2.29  1.06  1.15  0.114
C  3.64  0.73  1.20  -0.219
C  4.33  0.61  0.00  -0.133
C  3.64  0.73  -1.20  -0.212
C  2.29  1.06  -1.15  0.119
N  1.67  1.28  0.00  -0.463
C  1.35  0.97  -2.37  0.749
O  1.83  0.83  -3.47  -0.579
O  0.12  0.97  -2.05  -0.673
H  4.10  0.56  2.16  0.256
H  5.39  0.37  0.00  0.229
H  4.10  0.56  -2.16  0.254
O  -5.32  -1.43  0.00  -0.634
C  -3.99  -1.35  0.00  0.371
C  -3.16  -2.48  0.00  -0.334
C  -1.79  -2.31  0.00  0.082
N  -1.28  -1.09  0.00  -0.465
C  -2.05  -0.04  0.00  0.277
Br  -2.11  3.16  0.00  -0.281
C  -3.42  -0.07  0.00  -0.329
H  -5.63  -2.35  0.00  0.492
H  -3.58  -3.48  0.00  0.226
H  -1.10  -3.14  0.00  0.216
H  -4.06  0.80  0.00  0.267



Record 4
Entry from OMol25: a molecular structure, C4H8N2S at a distorted geometry (ωB97M-V/def2-TZVPD).

Calculated values
relative energy (zero: lowest compared OMol25 entry of this formula, charge and spin)	257.28	kJ/mol
electronic energy	-18091.0758	eV
E_LUMO	0.37	eV
strongest force on any atom	4.44	eV/Å
HOMO energy	-9.8	eV
charge	0

Last column: natural (NBO) charge in e.
CARTESIAN COORDINATES (ANGSTROEM)
C  0.13  -2.65  -1.00  0.122
C  -1.13  0.84  -0.75  -0.606
C  0.27  0.25  -0.88  -0.491
C  0.54  -0.93  0.02  0.208
N  -0.01  -3.65  -1.52  -0.449
N  -0.20  -1.06  1.17  -0.839
S  2.36  -1.21  0.15  -0.005
H  -1.30  1.26  0.24  0.195
H  -1.24  1.65  -1.47  0.226
H  -1.89  0.09  -0.94  0.227
H  1.01  1.02  -0.63  0.226
H  0.45  -0.04  -1.91  0.256
H  0.13  -1.75  1.82  0.395
H  -0.49  -0.20  1.61  0.395
H  2.29  -2.49  0.50  0.141



Record 5
Entry from OMol25: 3 unconnected molecules or ions with the total composition C18H15F3 at a distorted geometry (ωB97M-V/def2-TZVPD).

Calculated values
relative energy (zero: lowest compared OMol25 entry of this formula, charge and spin)	33.52	kJ/mol
electronic energy	-27051.6020	eV
E_LUMO (spin up / spin down)	-4.48 / -8.82	eV
spin multiplicity	2
strongest force on any atom	3.32	eV/Å
HOMO energy (spin up / spin down)	-11.7 / -11.7	eV
charge	+1

Last column: natural (NBO) charge in e.
CARTESIAN COORDINATES (ANGSTROEM)
F  3.41  1.11  4.18  -0.329
C  3.66  1.00  2.82  0.405
C  4.95  1.28  2.36  -0.267
C  5.20  1.25  0.98  -0.177
C  4.16  0.95  0.07  -0.221
C  2.86  0.81  0.58  -0.212
C  2.61  0.86  1.95  -0.317
H  5.66  1.44  3.15  0.242
H  6.15  1.65  0.65  0.231
H  4.40  1.06  -0.98  0.229
H  2.00  0.74  -0.07  0.204
H  1.61  0.76  2.35  0.213
F  -0.31  -0.08  0.35  -0.236
C  -0.53  -1.36  0.55  0.655
C  0.28  -2.11  1.41  -0.192
C  -0.01  -3.48  1.65  -0.196
C  -1.06  -4.05  0.96  0.026
C  -1.90  -3.29  0.10  -0.126
C  -1.69  -1.90  -0.04  -0.278
H  1.14  -1.66  1.88  0.279
H  0.62  -4.08  2.29  0.268
H  -1.33  -5.10  1.00  0.248
H  -2.74  -3.79  -0.35  0.258
H  -2.46  -1.41  -0.61  0.290
F  -5.56  1.52  -3.15  -0.299
C  -4.34  1.70  -2.72  0.402
C  -4.05  1.26  -1.44  -0.279
C  -2.80  1.26  -0.91  -0.228
C  -1.76  1.66  -1.79  -0.232
C  -2.00  2.00  -3.13  -0.188
C  -3.32  1.96  -3.58  -0.273
H  -4.84  0.98  -0.75  0.227
H  -2.61  0.88  0.08  0.200
H  -0.75  1.62  -1.41  0.202
H  -1.22  2.31  -3.81  0.230
H  -3.41  2.24  -4.62  0.239



Record 6
Entry from OMol25: 3 unconnected molecules or ions with the total composition C2H13N2O2 at a distorted geometry (ωB97M-V/def2-TZVPD).

Calculated values
relative energy (zero: lowest compared OMol25 entry of this formula, charge and spin)	0.00	kJ/mol
electronic energy	-9341.4634	eV
E_LUMO (spin up / spin down)	-7.06 / -12.84	eV
spin multiplicity	2
strongest force on any atom	3.09	eV/Å
HOMO energy (spin up / spin down)	-19.5 / -19.5	eV
charge	+2

Last column: natural (NBO) charge in e.
CARTESIAN COORDINATES (ANGSTROEM)
N  0.82  -0.18  0.88  -0.702
C  -0.29  -0.85  0.16  -0.231
C  -0.97  0.10  -0.85  -0.303
N  -2.09  -0.61  -1.49  -0.192
H  0.51  0.70  1.33  0.479
H  1.64  -0.04  0.27  0.482
H  1.12  -0.81  1.63  0.455
H  -1.04  -1.10  0.90  0.250
H  0.05  -1.79  -0.26  0.257
H  -0.30  0.33  -1.69  0.294
H  -1.34  1.00  -0.38  0.277
H  -1.75  -1.10  -2.32  0.426
H  -2.91  -0.03  -1.67  0.442
H  -1.25  1.43  2.94  0.512
H  -0.64  2.75  2.29  0.522
O  -0.81  1.81  2.17  -1.003
H  3.69  -0.13  -1.02  0.521
H  2.77  -1.03  -1.83  0.509
O  2.79  -0.46  -1.05  -0.993



Repeat the second record exactly.
Entry from OMol25: 3 unconnected molecules or ions with the total composition C3H10O4 at a distorted geometry (ωB97M-V/def2-TZVPD).

Calculated values
relative energy (zero: lowest compared OMol25 entry of this formula, charge and spin)	33.64	kJ/mol
electronic energy	-11463.4015	eV
SMILES	CCC(=O)O.O.O
E_LUMO	0.45	eV
strongest force on any atom	1.61	eV/Å
HOMO energy	-10.6	eV
charge	0

Last column: natural (NBO) charge in e.
CARTESIAN COORDINATES (ANGSTROEM)
C  1.81  -1.21  0.64  -0.600
C  1.08  0.02  0.06  -0.530
C  -0.21  0.38  0.72  0.801
O  -0.44  0.38  1.90  -0.597
O  -1.22  0.56  -0.19  -0.702
H  2.88  -1.01  0.66  0.213
H  1.50  -1.36  1.67  0.228
H  1.61  -2.09  0.04  0.207
H  0.97  0.08  -1.02  0.234
H  1.75  0.87  0.26  0.253
H  -2.05  0.59  0.30  0.488
O  -3.86  -2.24  -0.53  -0.924
H  -3.30  -3.02  -0.69  0.465
H  -3.21  -1.72  -0.05  0.459
O  1.07  2.95  -1.08  -0.948
H  0.13  3.07  -1.27  0.477
H  1.50  3.76  -1.40  0.474